124
Properties=species:S:1:pos:R:3 method="wB97M-V/def2-TZVPD" de_lowest_kcal_mol=0.0 homo_ev=-12.36 fmax_ha_per_bohr=0.011 e_lumo_ev=-6.0 charge=+2 e_tot_ha=-9625.00411 orbital_gap_ev=6.4 molar_mass_da=1230.0
Pd 0.0049 -0.3034 0.4769
C 0.6693 2.0940 3.5480
As 0.9891 0.3209 2.8244
C 0.8873 -0.7432 4.4439
C 2.9057 0.3856 2.5097
C 3.8045 0.3948 3.5745
C 5.1692 0.4524 3.3399
C 5.6517 0.5054 2.0383
C 4.7655 0.5054 0.9738
C 3.3929 0.4417 1.2063
As 2.1662 0.5053 -0.2892
C 2.9515 -0.6645 -1.6098
C 2.5058 2.2502 -1.0504
H 1.2829 2.2098 4.4402
H -0.3833 2.2042 3.8058
H 0.9454 2.8527 2.8199
H 1.4159 -0.2333 5.2477
H 1.3336 -1.7187 4.2627
H -0.1507 -0.8727 4.7423
H 3.4507 0.3547 4.5968
H 5.8581 0.4550 4.1739
H 6.7165 0.5494 1.8537
H 5.1528 0.5568 -0.0366
H 3.9585 -0.3244 -1.8449
H 2.3403 -0.6340 -2.5115
H 2.9815 -1.6813 -1.2226
H 3.5855 2.3933 -1.0752
H 2.0434 3.0348 -0.4548
H 2.1148 2.2775 -2.0662
C -2.3779 -2.7066 -0.6550
C -2.7233 -4.1785 -0.4458
As -2.6840 -5.0685 -2.2193
C -0.7260 -5.0900 -2.3297
C 0.0502 -5.9966 -1.6094
C 1.4320 -5.9902 -1.7286
C 2.0578 -5.0617 -2.5536
C 1.2953 -4.1481 -3.2671
C -0.0925 -4.1751 -3.1648
C -2.9523 -6.9098 -1.6604
C -2.8070 -7.8835 -2.6469
C -2.9763 -9.2244 -2.3422
C -3.3061 -9.6064 -1.0479
C -3.4606 -8.6436 -0.0636
C -3.2806 -7.2981 -0.3662
P -1.7103 -1.8327 0.7994
C -3.0222 -1.6178 2.0055
C -2.7865 -0.8373 3.1375
C -3.7927 -0.6189 4.0617
C -5.0536 -1.1659 3.8514
C -5.3015 -1.9268 2.7184
C -4.2904 -2.1542 1.7946
C -0.4036 -2.9166 1.4180
C 0.7000 -3.1078 0.5700
C 1.8390 -3.7387 1.0526
C 1.8744 -4.2067 2.3585
C 0.7676 -4.0528 3.1846
C -0.3619 -3.3913 2.7265
H -3.2361 -2.1516 -1.0320
H -1.5870 -2.5957 -1.4074
H -3.7262 -4.2978 -0.0334
H -2.0197 -4.6879 0.2148
H -0.4287 -6.7342 -0.9743
H 2.0221 -6.7185 -1.1864
H 3.1352 -5.0709 -2.6625
H 1.7810 -3.4419 -3.9305
H -0.6930 -3.5050 -3.7716
H -2.5579 -7.5957 -3.6629
H -2.8583 -9.9713 -3.1160
H -3.4456 -10.6525 -0.8103
H -3.7210 -8.9366 0.9452
H -3.3996 -6.5683 0.4246
H -1.8134 -0.3839 3.2745
H -3.6036 -0.0147 4.9391
H -5.8441 -0.9926 4.5694
H -6.2833 -2.3500 2.5531
H -4.5017 -2.7438 0.9132
H 0.6508 -2.8260 -0.4795
H 2.6843 -3.8942 0.3956
H 2.7566 -4.7145 2.7255
H 0.7833 -4.4493 4.1917
H -1.2145 -3.2564 3.3803
C -3.0474 3.4918 -2.5832
C -2.2130 3.8309 -1.3764
C -2.3119 5.1004 -0.8090
C -1.5891 5.4509 0.3205
C -0.7405 4.5311 0.9204
C -0.6255 3.2637 0.3741
C -1.3473 2.9177 -0.7679
Sb -1.1557 0.9209 -1.4254
C -0.1668 0.7133 -3.2874
C 0.0278 -0.6294 -3.6219
C 0.6682 -0.9922 -4.7943
C 1.1474 0.0042 -5.6333
C 0.9772 1.3353 -5.2933
C 0.3141 1.7264 -4.1279
C 0.1446 3.2007 -3.8683
C -3.1284 0.3053 -1.8462
C -3.3953 -0.2923 -3.0753
C -4.6537 -0.8091 -3.3425
C -5.6448 -0.7197 -2.3750
C -5.3824 -0.0992 -1.1619
C -4.1252 0.4276 -0.8686
C -3.9172 1.1349 0.4459
H -3.2294 4.3784 -3.1889
H -4.0198 3.0947 -2.2807
H -2.5793 2.7391 -3.2205
H -2.9705 5.8280 -1.2676
H -1.6887 6.4463 0.7327
H -0.1807 4.8048 1.8057
H 0.0188 2.5296 0.8427
H -0.3163 -1.4139 -2.9525
H 0.7947 -2.0360 -5.0520
H 1.6573 -0.2545 -6.5518
H 1.3642 2.1043 -5.9511
H 0.9440 3.7639 -4.3481
H 0.1402 3.4496 -2.8094
H -0.7963 3.5590 -4.2899
H -2.6225 -0.3633 -3.8311
H -4.8572 -1.2797 -4.2946
H -6.6298 -1.1234 -2.5695
H -6.1691 -0.0169 -0.4207
H -4.6442 0.7971 1.1850
H -4.0385 2.2140 0.3228
H -2.9225 0.9719 0.8666

---

134
Properties=species:S:1:pos:R:3 method="wB97M-V/def2-TZVPD" de_lowest_kcal_mol=26.0 homo_ev=-7.76 fmax_ha_per_bohr=0.014 e_lumo_ev=-0.3 charge=0 e_tot_ha=-3930.50072 orbital_gap_ev=7.4 molar_mass_da=1027.4
Mg 0.4025 -0.6975 0.4419
C -2.4829 -3.6542 -5.1480
C -2.9188 -3.2481 -3.8958
C -1.9942 -2.8176 -2.9575
C -0.6419 -2.7909 -3.2462
C -0.2028 -3.1967 -4.5033
C -1.1240 -3.6247 -5.4447
N 0.2377 -2.3134 -2.2142
N 1.4071 -2.6468 -2.4352
C 2.4383 -2.2459 -1.5345
C 3.6994 -2.6398 -1.9977
C 4.8253 -2.3610 -1.2497
C 4.6702 -1.6939 -0.0389
C 3.4092 -1.2925 0.3815
C 2.2309 -1.5492 -0.3349
H -3.1949 -3.9887 -5.8915
H -3.9741 -3.2579 -3.6490
H -2.3046 -2.5036 -1.9767
H 0.8535 -3.1607 -4.7294
H -0.7802 -3.9371 -6.4228
H 3.7699 -3.1539 -2.9497
H 5.8060 -2.6675 -1.5918
H 5.5375 -1.5006 0.5833
H 3.3423 -0.7600 1.3291
C -2.0055 0.6674 -3.2578
P -2.0416 0.7367 -1.4271
C -3.5920 -0.2241 -1.0941
N -4.6292 0.0077 -1.8556
C -5.7952 -0.6318 -1.5863
C -6.9294 -0.4014 -2.3999
C -8.1096 -1.0170 -2.0998
C -8.2080 -1.8865 -0.9858
C -7.1235 -2.1279 -0.1935
C -5.8904 -1.4995 -0.4871
N -4.8036 -1.7509 0.2868
C -3.6689 -1.1705 -0.0057
P -2.2077 -1.5686 1.1109
C -2.9635 -0.8678 2.6304
C -2.2364 -3.4335 1.4496
C -1.2410 -4.1229 0.5061
C -3.5875 -4.1353 1.3488
C -1.6954 -3.5954 2.8804
C -2.6204 2.4942 -1.1408
C -3.7994 2.9811 -1.9816
C -1.4085 3.3945 -1.4218
C -2.9857 2.5863 0.3365
H -2.9654 0.9688 -3.6759
H -1.7771 -0.3434 -3.5849
H -1.2076 1.3086 -3.6207
H -6.8289 0.2694 -3.2434
H -8.9839 -0.8405 -2.7127
H -9.1544 -2.3636 -0.7672
H -7.1687 -2.7951 0.6573
H -3.8670 -1.4236 2.8827
H -3.2222 0.1754 2.4421
H -2.2517 -0.9061 3.4540
H -1.6414 -4.2397 -0.4988
H -1.0263 -5.1230 0.8914
H -0.2919 -3.5852 0.4447
H -4.0077 -4.0800 0.3461
H -4.3213 -3.7261 2.0431
H -3.4342 -5.1909 1.5959
H -0.7425 -3.0839 3.0279
H -1.5208 -4.6601 3.0548
H -2.4084 -3.2534 3.6312
H -3.5336 3.0766 -3.0356
H -4.0864 3.9744 -1.6210
H -4.6632 2.3285 -1.9087
H -0.9977 3.2448 -2.4222
H -0.6122 3.2286 -0.6916
H -1.7237 4.4393 -1.3446
H -3.9133 2.0438 0.5463
H -3.1436 3.6322 0.6188
H -2.1945 2.1638 0.9538
C 2.3965 -0.6661 8.0462
C 1.3044 0.3900 7.9857
C 1.7529 1.6924 8.6277
C 0.5916 2.6671 8.6824
C -0.0177 2.8302 7.3139
C -0.7533 3.9534 7.0113
C -1.2752 4.1188 5.7372
F -1.9982 5.2284 5.4831
C -1.0593 3.2084 4.7441
C -0.3163 2.0561 5.0201
C -0.0628 1.0871 3.9175
O -0.4222 1.3607 2.7624
C 0.5982 -0.1202 4.3361
C 0.9983 -0.2452 5.6326
N 0.8707 0.6779 6.5986
C 0.1832 1.8546 6.3151
C 0.8504 -1.3680 3.4997
O 1.2267 -2.3553 4.1268
O 0.6602 -1.3487 2.2381
H 2.7927 -0.6935 9.0609
H 3.2134 -0.4228 7.3649
H 2.0334 -1.6641 7.8087
H 0.4248 0.0260 8.5303
H 2.5695 2.1140 8.0334
H 2.1377 1.4870 9.6265
H 0.9200 3.6407 9.0485
H -0.1629 2.3008 9.3853
H -0.9194 4.7184 7.7598
H -1.4442 3.3635 3.7547
H 1.4582 -1.1849 5.8996
C 8.7790 1.9579 -6.7612
C 7.3219 1.7360 -6.4570
C 6.3311 2.0500 -7.3805
C 4.9895 1.8606 -7.0907
C 4.6011 1.3294 -5.8655
N 3.2270 1.1170 -5.6249
C 2.4984 1.2423 -4.4638
O 1.3422 0.8748 -4.4107
N 3.1698 1.8386 -3.4230
C 2.7366 1.9483 -2.0911
C 3.3629 2.8790 -1.2711
C 3.0061 2.9542 0.0582
C 2.0342 2.0951 0.5441
N 1.4233 1.2029 -0.2333
C 1.7596 1.1324 -1.5261
C 5.5845 0.9737 -4.9445
C 6.9210 1.1926 -5.2405
H 8.9213 2.2683 -7.7955
H 9.3558 1.0464 -6.5987
H 9.2014 2.7315 -6.1175
H 6.6099 2.4598 -8.3441
H 4.2325 2.1280 -7.8186
H 2.6438 0.8955 -6.4152
H 4.0191 2.3280 -3.6522
H 4.1284 3.5313 -1.6767
H 3.4821 3.6650 0.7192
H 1.7424 2.1099 1.5796
H 1.2594 0.3814 -2.1205
H 5.3142 0.4809 -4.0193
H 7.6706 0.9100 -4.5102